{
  "formula": "C22H49IN2O5P2",
  "method": "ωB97M-V with the def2-TZVPD basis set",
  "symbols": ["C", "C", "P", "C", "C", "O", "O", "C", "C", "C", "C", "O", "C", "C", "O", "P", "O", "I", "H", "H", "H", "H", "H", "H", "H", "H", "H", "H", "H", "H", "H", "H", "H", "H", "H", "H", "H", "C", "C", "N", "C", "C", "C", "C", "H", "H", "H", "H", "H", "H", "H", "H", "H", "H", "H", "H", "H", "H", "H", "C", "C", "N", "C", "C", "C", "C", "H", "H", "H", "H", "H", "H", "H", "H", "H", "H", "H", "H", "H", "H", "H"],
  "positions_angstrom": [[-5.155, -1.792, -1.426], [-5.482, -0.283, -1.423], [-4.995, 0.508, 0.157], [-5.124, 2.270, -0.345], [-3.155, 0.331, -0.144], [-2.611, 0.689, -1.165], [-2.496, -0.242, 0.892], [-1.159, 0.189, 1.116], [-0.453, -0.765, 2.079], [1.088, -0.636, 1.959], [1.831, -1.957, 1.742], [2.203, -2.180, 0.371], [1.243, -1.961, -0.561], [1.785, -1.284, -1.784], [0.086, -2.275, -0.394], [-1.144, 1.879, 1.965], [-2.722, 2.268, 1.753], [-0.063, 3.227, 0.221], [-6.068, -2.389, -1.466], [-4.631, -2.090, -0.513], [-4.520, -2.049, -2.275], [-6.546, -0.087, -1.573], [-4.947, 0.212, -2.240], [-5.349, 2.897, 0.517], [-4.211, 2.626, -0.827], [-5.932, 2.358, -1.079], [-0.587, 0.253, 0.189], [-0.781, -1.779, 1.847], [-0.744, -0.554, 3.113], [1.455, -0.242, 2.913], [1.387, 0.089, 1.197], [1.251, -2.793, 2.145], [2.785, -1.941, 2.274], [2.408, -0.437, -1.496], [2.415, -1.983, -2.343], [0.957, -0.966, -2.411], [-3.140, 2.408, 2.611], [-2.265, -1.971, -4.582], [-1.846, -1.023, -5.697], [-2.967, -0.279, -6.235], [-2.696, 0.366, -7.505], [-1.641, 1.479, -7.539], [-3.731, 0.495, -5.272], [-3.019, 1.588, -4.463], [-3.094, -2.600, -4.909], [-1.434, -2.622, -4.312], [-2.568, -1.441, -3.677], [-1.429, -1.612, -6.518], [-1.029, -0.376, -5.334], [-3.640, 0.758, -7.891], [-2.391, -0.417, -8.206], [-1.991, 2.391, -7.058], [-1.405, 1.728, -8.576], [-0.712, 1.171, -7.056], [-4.184, -0.210, -4.569], [-4.573, 0.943, -5.806], [-2.085, 1.247, -4.016], [-3.668, 1.894, -3.640], [-2.813, 2.476, -5.061], [5.316, 0.904, 3.181], [4.774, 1.019, 4.598], [4.711, -0.260, 5.281], [3.908, -0.234, 6.490], [4.376, 0.647, 7.653], [5.965, -0.991, 5.359], [7.168, -0.289, 6.002], [4.763, 0.148, 2.620], [5.204, 1.856, 2.662], [6.374, 0.642, 3.157], [3.753, 1.409, 4.551], [5.364, 1.772, 5.144], [3.800, -1.264, 6.843], [2.902, 0.087, 6.200], [5.253, 0.237, 8.152], [3.583, 0.718, 8.400], [4.609, 1.661, 7.326], [6.247, -1.284, 4.344], [5.767, -1.928, 5.883], [7.314, 0.714, 5.601], [8.076, -0.858, 5.795], [7.073, -0.211, 7.084]],
  "lumo_energy_ev": 0.138,
  "total_charge": 0,
  "total_energy_ha": -2333.76648,
  "fmax_ev_per_a": 1.1
}